[1]
Computed, not measured: a 13-piece molecular cluster, C34H80N7O12 overall, with ωB97M-V/def2-TZVPD.

Cartesian coordinates (Å):
1 N 1.4085 4.0729 1.6856
2 H 1.2914 4.7263 2.4593
3 H 2.1885 3.3668 1.8187
4 H 1.5991 4.6524 0.8724
5 H 0.4844 3.6184 1.5087
6 C -0.6596 0.0338 1.9166
7 N 0.5595 -0.5181 1.2142
8 C 1.5929 -0.8991 2.2301
9 C 0.2139 -1.7658 0.4518
10 C 1.1093 0.5863 0.3453
11 C 0.5360 0.7270 -1.0573
12 O -0.8645 1.0443 -0.9783
13 H -0.9686 -0.7623 2.5917
14 H -1.4179 0.3157 1.1945
15 H -0.3912 0.9385 2.4590
16 H 1.8512 -0.0580 2.8789
17 H 2.4880 -1.1817 1.6755
18 H 1.2266 -1.7695 2.7707
19 H -0.1604 -2.4734 1.1875
20 H 1.1145 -2.1193 -0.0422
21 H -0.5835 -1.5547 -0.2523
22 H 2.1801 0.3964 0.2167
23 H 1.0961 1.4848 0.9592
24 H 0.6580 -0.1740 -1.6606
25 H 1.0525 1.5107 -1.6137
26 H -0.8893 1.8095 -0.3587
27 C -0.0717 2.8968 4.9754
28 C 1.4573 2.7758 5.1580
29 O 2.0281 1.6521 5.2637
30 O 2.1815 3.7806 4.9986
31 H -0.3562 3.1987 3.9611
32 H -0.5185 3.6414 5.6390
33 H -0.6279 1.9647 5.1197
34 C 3.7213 2.8729 -0.1553
35 C 4.3056 2.1969 1.1029
36 O 3.4758 2.2733 2.2025
37 H 2.7205 2.5399 -0.4262
38 H 4.3988 2.5582 -0.9674
39 H 3.8150 3.9608 -0.1253
40 H 5.3363 2.5573 1.3136
41 H 4.6226 1.1545 0.8611
42 C -1.4651 5.4837 1.6420
43 C -1.9729 4.2256 0.9473
44 O -1.0193 3.2410 0.7218
45 H -0.8829 6.0333 0.8925
46 H -0.8955 5.2721 2.5443
47 H -2.2761 6.1870 1.8550
48 H -2.4887 4.5303 0.0187
49 H -2.8024 3.8104 1.5427
50 C 0.5088 -3.3549 5.8141
51 O 1.0495 -3.1437 4.7433
52 N -0.0162 -2.3802 6.5802
53 C -0.5953 -2.6422 7.8763
54 C -0.1251 -1.0305 6.0342
55 H 0.3585 -4.3555 6.2598
56 H -1.5697 -2.1593 7.9577
57 H 0.0466 -2.2355 8.6628
58 H -0.6832 -3.7179 8.0266
59 H -0.0016 -0.9388 4.9598
60 H -1.0871 -0.5787 6.2795
61 H 0.6800 -0.4293 6.4630
62 C -3.3306 -3.4554 0.6005
63 O -2.6505 -2.8320 1.3940
64 N -4.4144 -2.9847 -0.0312
65 C -5.1746 -3.7298 -1.0136
66 C -4.8571 -1.6064 0.1261
67 H -3.1551 -4.5108 0.3365
68 H -5.0068 -3.3601 -2.0280
69 H -6.2300 -3.5895 -0.7725
70 H -4.9655 -4.7985 -0.9776
71 H -4.2503 -1.1693 0.9155
72 H -4.8703 -1.0622 -0.8185
73 H -5.8838 -1.5897 0.5028
74 C 4.3855 -1.1281 -1.8731
75 O 3.7956 -1.4944 -0.8788
76 N 4.4298 -1.8000 -3.0477
77 C 5.2612 -1.4022 -4.1590
78 C 3.7347 -3.0686 -3.1402
79 H 4.9064 -0.1604 -1.9271
80 H 6.2082 -1.9425 -4.1571
81 H 5.4686 -0.3346 -4.0476
82 H 4.7368 -1.4466 -5.1140
83 H 4.4068 -3.8857 -3.4103
84 H 3.2917 -3.3319 -2.1830
85 H 2.9021 -2.9573 -3.8374
86 C 1.5069 -0.3224 -4.7697
87 O 1.8529 0.6620 -4.1497
88 N 0.3577 -0.4522 -5.4586
89 C -0.0448 -1.7322 -6.0054
90 C -0.5632 0.6572 -5.5472
91 H 2.1032 -1.2482 -4.7409
92 H 0.6034 -2.5482 -5.6948
93 H -0.0893 -1.6999 -7.0954
94 H -1.0476 -1.9286 -5.6184
95 H -1.5615 0.2868 -5.2987
96 H -0.4071 1.5155 -4.8995
97 H -0.5129 1.0496 -6.5686
98 C -0.8581 -4.3779 -3.3840
99 C -0.5664 -2.9998 -2.8658
100 O 0.5294 -2.7101 -2.4439
101 C -1.6851 -1.9743 -2.7254
102 H -1.2214 -4.3581 -4.4157
103 H -1.6382 -4.8908 -2.8193
104 H 0.0590 -4.9639 -3.3744
105 H -2.3095 -2.1850 -1.8522
106 H -2.3416 -1.9298 -3.5966
107 H -1.2620 -0.9883 -2.5303
108 C 1.3369 3.9646 -2.9742
109 C 1.3405 4.8480 -4.1894
110 O 1.6727 6.0080 -4.1050
111 C 1.0802 4.1830 -5.5337
112 H 1.5474 4.6393 -2.1430
113 H 2.1047 3.2020 -3.1072
114 H 0.3975 3.5116 -2.6476
115 H 0.0294 3.9068 -5.6437
116 H 1.6292 3.2434 -5.4261
117 H 1.3657 4.8323 -6.3549
118 C -7.1677 1.4767 0.2294
119 C -6.0260 1.4146 1.2197
120 O -6.1735 0.8252 2.2678
121 C -4.7193 2.0525 0.8560
122 H -6.8124 1.7654 -0.7606
123 H -7.8913 2.2471 0.5012
124 H -7.6569 0.5042 0.2341
125 H -4.0912 1.1760 0.6612
126 H -4.2330 2.3897 1.7728
127 H -4.7624 2.8557 0.1308
128 C 2.8659 -5.0712 2.7658
129 C 4.0246 -5.8768 3.1360
130 N 4.9225 -6.5437 3.3882
131 H 1.9865 -5.2829 3.3711
132 H 2.5166 -5.3300 1.7632
133 H 3.1049 -4.0110 2.7678

Results
- Orbital gap: 4.62 eV
- Spin multiplicity: 1
- Charge: -1

Results of the Löwdin charge analysis, in e, for atoms 1 through 2:
1 N 0.26
2 H 0.11

=====

[2]
Computed, not measured: C26H34BIrN6O4S as an isolated structure, with ωB97M-V/def2-TZVPD.

Cartesian coordinates (Å):
1 Ir -1.1402 0.2326 0.3786
2 N -0.0649 -0.6027 2.0042
3 C 1.3794 -0.6709 1.6361
4 C 2.3477 -0.6392 2.8101
5 C 2.2921 0.6282 3.6890
6 C 3.6935 1.0954 4.1012
7 N 4.4450 1.6585 2.9794
8 C 4.6212 2.9506 2.7036
9 N 4.3414 3.9002 3.5975
10 N 5.0958 3.2993 1.5109
11 C 1.6587 0.4408 0.6305
12 O 2.7261 0.9606 0.4865
13 O 0.6078 0.7721 -0.1467
14 H -0.2097 -0.0149 2.8236
15 H -0.4107 -1.5286 2.2448
16 H 1.5279 -1.5979 1.0757
17 H 3.3399 -0.7537 2.3719
18 H 2.1785 -1.5249 3.4248
19 H 1.7292 0.4282 4.6021
20 H 1.7974 1.4570 3.1701
21 H 4.2623 0.2525 4.4937
22 H 3.6264 1.8292 4.8991
23 H 4.6154 1.0301 2.2088
24 H 4.1717 3.6711 4.5609
25 H 4.5932 4.8569 3.4089
26 H 5.2120 2.6193 0.7782
27 H 5.3274 4.2543 1.2952
28 C -2.6624 -7.4447 -3.6471
29 C -3.1125 -6.0119 -4.0052
30 C -4.6568 -6.0330 -4.2370
31 C -2.4280 -5.5650 -5.2957
32 C -2.9017 -5.0734 -2.8657
33 C -3.3185 -5.4969 -1.5325
34 C -3.1576 -4.7314 -0.4083
35 C -2.5801 -3.4872 -0.6200
36 O -2.3001 -2.5335 0.2742
37 B -1.7526 -1.4426 -0.4587
38 O -1.6988 -1.7822 -1.8129
39 C -2.1999 -3.0321 -1.9262
40 C -2.3506 -3.7917 -3.0457
41 H -2.7817 -8.0699 -4.5303
42 H -3.2558 -7.8923 -2.8509
43 H -1.6130 -7.4704 -3.3495
44 H -4.8537 -6.7399 -5.0431
45 H -5.0241 -5.0504 -4.5339
46 H -5.2053 -6.3600 -3.3530
47 H -2.6022 -6.3114 -6.0681
48 H -1.3479 -5.4664 -5.1677
49 H -2.8248 -4.6181 -5.6657
50 H -3.7737 -6.4717 -1.4334
51 H -3.4638 -5.0632 0.5737
52 H -2.0477 -3.4275 -4.0158
53 S -3.8709 4.9026 -3.4039
54 C -3.1876 3.6002 -2.4051
55 C -2.0526 2.9058 -2.8262
56 C -1.4769 1.9727 -1.9959
57 N -1.9865 1.7010 -0.7733
58 C -3.0918 2.3528 -0.3660
59 C -3.7052 3.3072 -1.1456
60 C -5.0339 3.9143 -4.3444
61 C -6.1577 3.3611 -3.7493
62 C -7.0490 2.6752 -4.5609
63 N -6.8817 2.5231 -5.8726
64 C -5.8057 3.0699 -6.4267
65 C -4.8468 3.7782 -5.7087
66 H -1.6149 3.1095 -3.7936
67 H -0.5784 1.4434 -2.2776
68 H -3.4754 2.1083 0.6182
69 H -4.5697 3.8332 -0.7657
70 H -6.3574 3.4793 -2.6926
71 H -7.9506 2.2450 -4.1402
72 H -5.6997 2.9433 -7.4978
73 H -3.9926 4.2156 -6.2068

Results
- Orbital gap (alpha / beta): 5.36 / 4.12 eV
- Spin multiplicity: 2
- Charge: +3

Results of the Löwdin charge analysis, in e, for atoms 1 through 2:
1 Ir 1.41
2 N -0.02

=====

| no. | calculated total energy (eV) |
| --- | --- |
| 1 | -71553.691 |
| 2 | -58972.995 |